{
  "formula": "C33H32BrF6N5NaO8PS4",
  "method": "wB97M-V/def2-TZVPD",
  "elements": ["Br", "S", "S", "S", "S", "P", "Na", "F", "F", "F", "F", "F", "F", "O", "O", "O", "O", "O", "O", "O", "O", "N", "N", "N", "N", "N", "C", "C", "C", "C", "C", "C", "C", "C", "C", "C", "C", "C", "C", "C", "C", "C", "C", "C", "C", "C", "C", "C", "C", "C", "C", "C", "C", "C", "C", "C", "C", "C", "C", "H", "H", "H", "H", "H", "H", "H", "H", "H", "H", "H", "H", "H", "H", "H", "H", "H", "H", "H", "H", "H", "H", "H", "H", "H", "H", "H", "H", "H", "H", "H", "H"],
  "coordinates": [[-4.52, 1.08, -2.90], [-2.72, -3.19, -2.00], [-0.25, -4.27, -1.27], [3.42, -1.70, -0.88], [0.50, 2.19, -4.12], [-0.09, -0.01, 2.87], [-0.09, -0.89, -0.96], [0.16, -5.15, -3.66], [1.82, -3.94, -3.08], [-3.11, -3.17, 0.61], [-0.06, -2.99, -3.54], [-4.40, -4.53, -0.46], [-4.76, -2.41, -0.56], [0.63, 1.13, -0.10], [-0.06, -3.17, -0.36], [-2.19, -1.86, -1.90], [0.23, -5.55, -0.85], [-3.61, -3.49, -3.09], [4.78, -1.42, -1.33], [2.96, -3.07, -0.97], [2.06, 2.79, -0.56], [2.34, -0.73, -1.48], [-2.28, 2.18, -1.73], [0.44, 0.25, -6.03], [-1.72, -4.37, -1.80], [1.62, -0.28, -4.30], [3.55, -1.40, 0.89], [-3.57, 2.37, -1.85], [-4.29, 3.41, -1.27], [1.84, 3.55, 2.55], [4.62, -0.34, 2.77], [0.98, -1.01, -6.27], [2.75, -2.12, 1.77], [2.90, -1.96, 3.14], [-1.90, -0.07, 2.62], [0.52, -4.05, -2.96], [-0.42, 4.11, 3.13], [2.69, 0.67, -1.32], [0.07, -0.30, 4.69], [-1.59, 3.06, -1.00], [0.88, 4.51, 2.83], [3.84, -1.07, 3.66], [-0.75, 2.76, 3.15], [-3.71, 0.20, 1.04], [-3.80, -3.34, -0.51], [1.70, 1.60, -0.60], [1.71, -1.34, -5.18], [-2.37, 0.33, 1.37], [-0.44, 0.95, -6.92], [-3.57, 4.31, -0.50], [4.02, -0.91, 5.15], [0.22, 1.80, 2.87], [0.84, 0.71, -4.81], [-2.80, -0.59, 3.54], [-4.61, -0.33, 1.97], [-4.15, -0.72, 3.22], [1.52, 2.21, 2.57], [4.49, -0.50, 1.40], [-2.20, 4.14, -0.36], [5.36, 0.36, 3.16], [5.13, 0.03, 0.72], [1.12, 5.56, 2.79], [2.87, 1.16, -2.29], [-0.60, 0.32, 5.29], [1.96, -0.33, -3.33], [-1.77, 2.46, 3.36], [-4.08, 5.13, -0.02], [-0.53, 2.88, -0.89], [2.02, -2.81, 1.36], [3.64, 0.84, -0.79], [-1.67, 0.75, 0.65], [0.07, 1.24, -7.84], [-5.65, -0.46, 1.71], [2.28, -2.53, 3.81], [-0.77, 1.85, -6.40], [-5.36, 3.49, -1.41], [-1.60, 4.81, 0.24], [0.79, -1.55, -7.18], [4.94, -0.37, 5.38], [2.25, 1.47, 2.28], [2.27, -2.22, -4.95], [-4.06, 0.47, 0.06], [-4.84, -1.13, 3.94], [3.19, -0.36, 5.60], [-1.31, 0.34, -7.16], [1.10, -0.06, 4.94], [-0.10, -1.36, 4.91], [2.84, 3.86, 2.25], [-1.18, 4.85, 3.33], [4.06, -1.89, 5.64], [-2.46, -0.90, 4.52]],
  "mulliken_charge": [-0.18, 1.05, 1.22, 0.81, -0.47, 1.74, 0.85, -0.27, -0.17, -0.23, -0.26, -0.26, -0.22, 0.67, -0.46, -0.52, -0.74, -0.69, -0.82, -0.65, -0.81, -0.21, 0.16, 0.17, -0.72, 0.24, -0.24, -0.11, -0.38, -0.35, -0.96, -0.57, -0.32, -0.57, -0.45, 0.74, -0.68, -1.37, -1.56, 0.04, -0.65, 1.29, -0.26, -0.32, 0.55, 0.52, -0.75, 0.30, -0.98, -0.46, -1.51, 0.01, 0.10, -0.38, -0.66, -0.69, 0.13, -0.60, -0.89, 0.28, 0.47, 0.33, 0.53, 0.51, 0.11, 0.32, 0.37, 0.29, 0.62, 0.25, 0.09, 0.33, 0.36, 0.27, 0.27, 0.43, 0.50, 0.45, 0.38, 0.00, 0.62, 0.09, 0.33, 0.29, 0.34, 0.08, 0.44, 0.35, 0.41, 0.34, 0.34],
  "energy_ev": -201969.322,
  "lumo_energy_ha": 0.1350,
  "charge": -2,
  "gap_ha": 0.2369,
  "de_lowest_kcal_mol": 35.7,
  "fmax_ha_per_bohr": 0.014
}

{
  "formula": "C49H44N2O18S",
  "method": "wB97M-V/def2-TZVPD",
  "elements": ["S", "O", "O", "O", "O", "O", "O", "O", "O", "O", "O", "O", "O", "O", "O", "O", "O", "O", "O", "N", "N", "C", "C", "C", "C", "C", "C", "C", "C", "C", "C", "C", "C", "C", "C", "C", "C", "C", "C", "C", "C", "C", "C", "C", "C", "C", "C", "C", "C", "C", "C", "C", "C", "C", "C", "C", "C", "C", "C", "C", "C", "C", "C", "C", "C", "C", "C", "C", "C", "C", "H", "H", "H", "H", "H", "H", "H", "H", "H", "H", "H", "H", "H", "H", "H", "H", "H", "H", "H", "H", "H", "H", "H", "H", "H", "H", "H", "H", "H", "H", "H", "H", "H", "H", "H", "H", "H", "H", "H", "H", "H", "H", "H", "H"],
  "coordinates": [[2.53, 1.10, -1.00], [-7.63, 7.31, 1.85], [-0.87, 1.00, -3.57], [-6.03, -7.78, 0.95], [-4.77, 3.16, -0.68], [2.66, 2.64, -1.28], [-6.54, 7.07, -3.35], [9.71, -3.67, 2.11], [6.72, -4.24, -0.31], [6.64, -0.03, -2.97], [2.90, -1.69, -0.28], [-7.53, 6.38, -7.71], [-5.04, 0.03, 1.51], [1.31, 0.90, -0.02], [4.81, -1.92, 0.96], [13.01, -6.83, 4.83], [-8.94, 2.19, 4.41], [-3.50, 4.80, -4.62], [-5.47, -3.43, 3.95], [2.07, -2.95, 2.04], [5.16, 0.99, -1.19], [4.84, -1.62, -1.72], [10.47, -4.40, 2.74], [10.78, -6.22, 4.35], [4.16, 1.24, 1.22], [-5.94, 0.53, 2.18], [9.95, -5.42, 3.67], [-8.05, 1.70, 3.74], [5.58, 1.53, 3.48], [-3.55, 1.23, -1.24], [-5.11, 4.22, -6.24], [6.19, -6.74, 0.26], [-6.79, 7.13, -2.15], [-6.46, 6.24, 0.11], [-6.60, 6.01, -7.00], [5.69, -5.30, -0.43], [-3.88, 2.67, -1.34], [-7.72, 0.26, 3.85], [-2.57, 0.69, -1.96], [-5.90, -6.78, 1.64], [-7.25, 2.51, 2.80], [-1.77, 1.50, -2.90], [-6.91, -5.71, 1.63], [-4.73, -6.60, 2.52], [6.28, -2.00, 1.00], [-6.18, 6.18, -1.20], [-4.59, -5.50, 3.28], [-5.60, -4.43, 3.26], [-7.38, 7.26, 0.65], [-6.27, 1.97, 2.07], [-7.71, 8.14, -1.61], [-7.99, 8.20, -0.30], [-5.92, 6.95, -6.09], [5.61, 1.17, 2.01], [4.32, -1.21, -0.22], [-2.10, 2.94, -3.01], [12.76, -5.08, 3.28], [4.12, 0.42, -0.20], [-4.90, 6.56, -5.31], [-6.74, -0.28, 3.12], [-6.77, -4.61, 2.38], [-6.12, 4.62, -7.02], [-4.43, 5.16, -5.33], [5.64, -0.19, -2.06], [2.61, -2.53, 0.92], [2.17, 0.32, -2.68], [-3.08, 3.48, -2.28], [6.68, -3.59, 1.01], [11.93, -4.28, 2.59], [12.25, -6.11, 4.21], [12.29, -3.53, 1.91], [-8.66, 8.94, 0.11], [-6.48, -1.33, 3.19], [5.47, -5.59, -1.57], [-3.33, 4.53, -2.35], [-1.50, 3.52, -3.70], [6.60, 0.90, 1.42], [-6.02, 5.55, 0.82], [-6.64, 3.94, -7.69], [-8.15, 8.83, -2.32], [5.72, -2.38, -1.86], [1.51, -0.66, -2.51], [7.75, -3.72, 1.50], [4.64, -5.00, 0.04], [4.55, 1.36, 4.05], [-3.73, -5.36, 3.92], [6.78, -6.56, 1.28], [4.08, -1.88, -2.57], [6.85, -7.38, -0.49], [-7.77, -5.85, 0.98], [3.13, 0.01, -3.28], [13.84, -5.01, 3.18], [5.26, -7.43, 0.52], [6.61, -1.57, 2.06], [5.95, -4.26, 1.68], [-4.75, 3.20, -6.24], [-5.67, 2.55, 1.38], [1.48, 1.03, -3.34], [-4.39, 7.24, -4.64], [-2.31, -0.36, -1.90], [6.84, -1.35, 0.21], [5.98, 1.47, -0.74], [3.99, 2.38, 0.96], [-8.31, -0.32, 4.54], [-7.50, -3.81, 2.38], [3.26, 0.94, 1.94], [-4.14, 0.65, -0.54], [-5.51, 5.44, -1.61], [-7.50, 3.56, 2.73], [6.54, 1.95, 4.01], [-6.28, 7.97, -6.09], [10.42, -6.98, 5.04], [-4.00, -7.40, 2.52], [8.88, -5.49, 3.76]],
  "mulliken_charge": [1.37, -0.56, -0.64, -0.55, -0.51, -0.68, -0.33, -0.52, -0.40, -0.64, -0.22, -0.58, -0.53, -0.66, -0.48, -0.55, -0.56, -0.48, -0.56, -0.59, -0.18, -0.46, 0.36, -0.42, -0.69, 0.17, -0.24, 0.20, -0.79, -0.32, -0.44, -0.79, 0.15, -0.38, 0.32, -0.13, 0.54, -0.46, -0.49, 0.33, -0.44, 0.45, -0.36, -0.35, -0.33, -0.14, -0.41, 0.54, 0.27, -0.04, -0.38, -0.46, -0.44, -0.01, 0.93, -0.55, -0.36, -0.30, -0.07, -0.16, -0.28, -0.43, 0.41, 0.24, 0.36, -0.79, -0.27, -0.07, -0.37, 0.33, 0.42, 0.40, 0.50, 0.30, 0.54, 0.46, 0.22, 0.48, 0.41, 0.43, 0.16, 0.27, -0.13, 0.17, 0.25, 0.42, 0.16, 0.41, 0.26, 0.41, 0.26, 0.40, 0.30, 0.27, 0.42, 0.45, 0.33, 0.36, 0.41, 0.44, 0.23, 0.39, 0.41, 0.44, 0.42, 0.48, 0.40, 0.49, 0.55, 0.24, 0.40, 0.41, 0.40, 0.44],
  "energy_ev": -102176.396,
  "lumo_energy_ha": -0.0743,
  "gap_ha": 0.2768,
  "smiles": "C=CC[C@@]1(S(C)(=O)=O)NC(=O)C[C@@]1(OC#N)OCCOCC.O=C1C=CC(=O)C=C1.O=C1C=CC(=O)C=C1.O=C1C=CC(=O)C=C1.O=C1C=CC(=O)C=C1.O=C1C=CC(=O)C=C1.O=C1C=CC(=O)C=C1",
  "fmax_ha_per_bohr": 0.230
}

{
  "formula": "C39H33CrNO2P2S2",
  "method": "wB97M-V/def2-TZVPD",
  "elements": ["Cr", "S", "S", "P", "P", "O", "O", "N", "C", "C", "C", "C", "C", "C", "C", "C", "C", "C", "C", "C", "C", "C", "C", "C", "C", "C", "C", "C", "C", "C", "C", "C", "C", "C", "C", "C", "C", "C", "C", "C", "C", "C", "C", "C", "C", "C", "C", "H", "H", "H", "H", "H", "H", "H", "H", "H", "H", "H", "H", "H", "H", "H", "H", "H", "H", "H", "H", "H", "H", "H", "H", "H", "H", "H", "H", "H", "H", "H", "H", "H"],
  "coordinates": [[0.17, 0.81, -0.13], [-1.76, 0.86, -1.41], [1.61, 2.44, 1.20], [-1.62, 0.73, 1.50], [1.21, -0.94, 1.45], [3.86, -0.03, -2.00], [1.80, 0.38, -1.30], [-0.17, -0.21, 3.81], [0.58, -2.66, 1.41], [3.88, -0.17, 1.66], [-1.37, -0.41, 3.01], [-0.75, -4.27, 0.19], [5.24, -0.28, 1.42], [4.71, 2.46, -1.49], [5.35, 3.64, -1.14], [3.53, -2.32, 0.66], [-3.30, 0.04, 1.22], [1.15, -0.46, 3.24], [0.80, -3.61, 2.41], [-2.12, 4.73, 1.94], [-5.81, -1.17, 0.91], [0.92, 0.57, 7.25], [-4.65, -1.86, 0.58], [-0.24, 0.43, 7.99], [-0.23, 0.00, 5.17], [-3.41, -1.26, 0.72], [3.01, 2.78, 0.20], [4.89, -2.43, 0.43], [0.24, -4.88, 2.30], [5.75, -1.42, 0.81], [-2.47, 4.90, 3.27], [3.69, 3.97, 0.54], [3.03, 0.67, -1.40], [-5.71, 0.12, 1.39], [0.94, 0.36, 5.88], [-0.20, -3.00, 0.30], [3.01, -1.20, 1.30], [-2.35, 2.53, 3.61], [-1.87, 3.45, 1.45], [-1.40, 0.06, 7.31], [4.82, 4.40, -0.11], [-0.53, -5.21, 1.20], [-1.99, 2.34, 2.28], [3.55, 2.01, -0.85], [-1.40, -0.16, 5.94], [-4.47, 0.72, 1.56], [-2.58, 3.80, 4.11], [-1.38, -1.42, 2.59], [5.90, 0.54, 1.68], [-0.38, -2.26, -0.47], [3.27, 4.56, 1.35], [1.87, 0.51, 5.35], [3.49, 0.76, 2.06], [1.74, 0.46, 3.26], [-1.35, -4.51, -0.67], [5.11, 1.82, -2.27], [-6.61, 0.68, 1.64], [2.87, -3.11, 0.33], [1.84, 0.86, 7.74], [-2.65, 5.90, 3.66], [-4.41, 1.73, 1.94], [-2.84, 3.93, 5.15], [-2.32, -0.47, 5.49], [5.27, -3.30, -0.09], [-2.25, -0.36, 3.64], [-2.32, -0.08, 7.85], [-2.45, 1.68, 4.28], [-1.58, 3.30, 0.41], [6.24, 3.95, -1.67], [-6.78, -1.63, 0.78], [1.68, -1.20, 3.86], [-0.97, -6.20, 1.12], [-2.02, 5.58, 1.28], [1.41, -3.37, 3.27], [5.29, 5.33, 0.20], [6.81, -1.49, 0.60], [-0.25, 0.59, 9.06], [-2.52, -1.78, 0.39], [0.41, -5.61, 3.08], [-4.70, -2.87, 0.18]],
  "lowdin_spin": [3.64, 0.13, 0.03, 0.01, 0.05, 0.01, 0.04, 0.00, 0.01, 0.00, -0.01, 0.00, 0.00, 0.00, 0.00, 0.00, 0.00, 0.00, 0.00, 0.00, 0.00, 0.00, 0.00, 0.00, 0.00, 0.00, 0.01, 0.00, 0.00, 0.00, 0.00, 0.00, 0.01, 0.00, 0.00, 0.01, 0.00, 0.00, 0.00, 0.00, 0.00, 0.00, 0.00, 0.00, 0.00, 0.00, 0.00, 0.00, 0.00, 0.01, 0.00, 0.00, 0.00, 0.00, 0.00, 0.00, 0.00, 0.00, 0.00, 0.00, 0.00, 0.00, 0.00, 0.00, 0.00, 0.00, 0.00, 0.00, 0.00, 0.00, 0.00, 0.00, 0.00, 0.00, 0.00, 0.00, 0.00, 0.00, 0.00, 0.00],
  "energy_ev": -115236.093,
  "lumo_energy_ha": [0.1558, 0.1558],
  "charge": -2,
  "gap_ha": [0.1529, 0.1692],
  "spin_multiplicity": 5,
  "de_lowest_kcal_mol": 4.1,
  "fmax_ha_per_bohr": 0.007
}

{
  "formula": "C22H11F5N4O6V",
  "method": "wB97M-V/def2-TZVPD",
  "elements": ["V", "F", "F", "F", "F", "F", "O", "O", "O", "O", "O", "O", "N", "N", "N", "N", "C", "C", "C", "C", "C", "C", "C", "C", "C", "C", "C", "C", "C", "C", "C", "C", "C", "C", "C", "C", "C", "C", "H", "H", "H", "H", "H", "H", "H", "H", "H", "H", "H"],
  "coordinates": [[-0.56, -0.35, -0.33], [-1.53, -3.45, -2.16], [-0.80, 1.18, -2.42], [-1.73, -1.30, -6.34], [-1.91, -3.55, -4.85], [-1.16, 1.09, -5.16], [5.93, 1.42, -2.34], [3.14, 4.40, 3.28], [7.00, 2.98, -1.31], [5.08, 5.02, 2.59], [1.52, -0.04, -0.81], [0.63, 0.94, 0.94], [-2.41, -0.35, 0.66], [4.08, 4.34, 2.52], [-0.40, -2.19, 0.81], [6.04, 2.25, -1.47], [-4.56, 0.50, 1.30], [-3.84, -2.57, 3.26], [2.79, 1.66, 0.26], [-1.45, -2.30, -2.89], [-2.84, -3.49, 3.36], [-1.64, -2.39, -4.25], [-1.69, -3.38, 2.55], [-1.54, -1.24, -5.02], [3.99, 3.37, 1.41], [-3.37, 0.54, 0.55], [2.86, 2.58, 1.30], [-2.58, -1.38, 1.55], [4.93, 2.37, -0.50], [-1.26, -0.02, -4.42], [-1.09, -0.02, -3.05], [5.05, 3.29, 0.52], [1.58, 0.80, 0.12], [-1.17, -1.12, -2.24], [-3.73, -1.49, 2.35], [-4.74, -0.51, 2.20], [-1.56, -2.35, 1.66], [3.83, 1.55, -0.65], [-2.92, -4.32, 4.05], [-0.36, -2.96, 0.13], [-4.73, -2.65, 3.87], [2.05, 2.67, 2.01], [-0.91, -4.12, 2.63], [5.92, 3.92, 0.62], [0.46, -2.23, 1.35], [-5.30, 1.27, 1.16], [3.77, 0.84, -1.46], [-5.64, -0.57, 2.80], [-3.21, 1.33, -0.17]],
  "nbo_charge": [1.18, -0.35, -0.34, -0.29, -0.30, -0.29, -0.36, -0.37, -0.37, -0.36, -0.70, -0.73, -0.48, 0.53, -0.84, 0.53, -0.25, -0.17, -0.09, 0.35, -0.19, 0.24, -0.20, 0.27, 0.01, 0.09, -0.13, 0.21, 0.01, 0.26, 0.28, -0.15, 0.73, -0.53, -0.10, -0.11, 0.12, -0.13, 0.23, 0.42, 0.22, 0.27, 0.22, 0.28, 0.40, 0.23, 0.28, 0.22, 0.21],
  "energy_ev": -80509.001,
  "lumo_energy_ha": [-0.0379, -0.0397],
  "gap_ha": [0.2374, 0.2902],
  "spin_multiplicity": 4,
  "de_lowest_kcal_mol": 0.0,
  "fmax_ha_per_bohr": 0.013
}

{
  "formula": "C6H6O",
  "method": "wB97M-V/def2-TZVPD",
  "elements": ["O", "C", "C", "C", "C", "C", "C", "H", "H", "H", "H", "H", "H"],
  "coordinates": [[-1.54, -1.14, 0.18], [0.40, 0.08, -0.16], [-1.80, 0.23, 0.40], [2.96, 0.61, -0.15], [-0.23, -1.29, -0.34], [1.79, 0.36, -0.22], [-0.53, 0.95, 0.21], [-2.44, 0.67, -0.38], [-0.27, -1.58, -1.40], [0.29, -2.08, 0.22], [4.00, 0.82, -0.14], [-0.49, 2.02, 0.33], [-2.14, 0.35, 1.45]],
  "nbo_charge": [-0.52, -0.14, -0.10, -0.20, -0.07, -0.03, -0.14, 0.18, 0.18, 0.19, 0.24, 0.23, 0.19],
  "energy_ev": -8363.626,
  "lumo_energy_ha": 0.0357,
  "gap_ha": 0.3622,
  "smiles": "C#CC1=CCOC1",
  "de_lowest_kcal_mol": 66.4,
  "fmax_ha_per_bohr": 0.021
}

{
  "formula": "C2H3BrFI",
  "method": "wB97M-V/def2-TZVPD",
  "elements": ["I", "Br", "F", "C", "C", "H", "H", "H"],
  "coordinates": [[2.17, 0.36, -1.17], [-2.23, 0.04, 0.80], [-0.76, 0.69, -1.29], [-0.67, -0.15, -0.28], [0.67, 0.04, 0.40], [-0.70, -1.14, -0.60], [0.61, 0.89, 1.02], [0.91, -0.73, 1.12]],
  "nbo_charge": [0.10, 0.01, -0.33, 0.13, -0.54, 0.17, 0.22, 0.24],
  "energy_ev": -82982.725,
  "lumo_energy_ha": 0.0015,
  "gap_ha": 0.3619,
  "smiles": "F[C@H](Br)CI",
  "de_lowest_kcal_mol": 2.8,
  "fmax_ha_per_bohr": 0.046
}

{
  "formula": "C3H5N3O",
  "method": "wB97M-V/def2-TZVPD",
  "elements": ["O", "N", "N", "N", "C", "C", "C", "H", "H", "H", "H", "H"],
  "coordinates": [[-0.34, -2.18, 1.19], [0.94, 0.74, -0.54], [-1.15, 1.29, -0.86], [-1.18, 0.03, -0.37], [0.14, 1.70, -0.93], [0.09, -0.23, -0.16], [0.64, -1.42, 0.54], [-2.02, 1.70, -1.17], [-1.10, -2.20, 0.59], [0.58, 2.67, -0.83], [1.23, -1.98, -0.19], [1.35, -1.06, 1.30]],
  "nbo_charge": [-0.70, -0.47, -0.36, -0.30, 0.16, 0.27, -0.09, 0.42, 0.47, 0.22, 0.18, 0.20],
  "energy_ev": -9709.000,
  "lumo_energy_ha": 0.0330,
  "gap_ha": 0.3970,
  "smiles": "OCc1nc[nH]n1",
  "de_lowest_kcal_mol": 36.5,
  "fmax_ha_per_bohr": 0.030
}